A molecular structure, C17H34N4OPdSSi3. Source: the OMol25 dataset; level of theory: ωB97M-V/def2-TZVPD.

```
61
Properties=species:S:1:pos:R:3:forces:R:3:nbo_charge:R:1
Pd -1.278673 0.203927 0.490356 -0.214 0.671 -0.239 0.679
N -4.984490 -1.709901 1.434502 -0.003 -0.030 -0.057 -0.782
C -3.946527 -0.878056 1.220953 0.019 0.006 -0.060 0.293
S -2.877749 -1.286466 -0.100030 0.061 -0.166 0.350 -0.146
N -3.851507 0.168237 2.002325 -0.088 0.110 0.084 -0.433
N -2.800917 0.959606 1.661210 -0.178 -0.293 0.013 -0.223
C -2.642266 2.055096 2.298509 0.070 0.053 -0.023 0.037
C -1.605411 2.966128 1.822932 0.061 0.062 -0.028 0.161
C -1.493322 4.257076 2.320603 -0.031 0.023 0.022 -0.239
C -0.595998 5.129529 1.727494 0.003 0.021 -0.018 -0.148
C 0.140398 4.694321 0.639700 -0.070 -0.004 0.064 -0.249
C -0.015281 3.380185 0.222293 0.159 0.020 -0.114 0.075
N -0.834893 2.523347 0.813315 0.085 -0.375 0.109 -0.464
H -5.115744 -2.501033 0.832448 -0.012 -0.003 0.014 0.406
H -5.716639 -1.430702 2.063471 0.025 0.006 0.017 0.406
H -3.316047 2.329647 3.103498 -0.020 0.010 -0.025 0.203
H -2.119499 4.570476 3.145169 0.001 -0.004 -0.001 0.226
H -0.492218 6.142011 2.094662 -0.001 -0.002 0.013 0.223
H 0.827539 5.349977 0.124422 0.009 -0.017 -0.014 0.227
H 0.531756 2.995560 -0.627806 -0.006 -0.010 0.069 0.224
C -0.223715 2.100078 -3.269558 -0.032 -0.003 0.063 -0.239
O -0.216789 1.308849 -2.099954 -0.020 -0.053 -0.161 -0.928
Si 1.018966 0.238805 -1.739055 0.088 -0.085 0.119 2.028
C 1.508977 -0.659329 -3.317475 -0.017 0.078 -0.010 -1.176
C 2.560707 1.285006 -1.432670 -0.038 0.062 -0.026 -1.174
C 0.401468 -0.785402 -0.311202 0.315 -0.076 0.030 -1.788
Si 1.468254 -0.724503 1.259415 -0.100 -0.083 -0.012 1.703
C 0.669982 -1.625695 2.710242 -0.012 -0.019 -0.027 -1.124
C 3.200703 -1.450788 1.092915 -0.010 0.034 -0.086 -1.119
C 1.777988 1.009374 1.952348 -0.039 0.008 0.016 -1.120
Si 0.069977 -2.564141 -0.871393 -0.005 -0.057 -0.054 1.774
C -0.531108 -3.738334 0.478243 -0.011 0.045 -0.014 -1.142
C -1.174381 -2.635629 -2.303325 0.033 0.068 -0.007 -1.153
C 1.581317 -3.479917 -1.545022 0.012 0.032 -0.040 -1.142
H -0.221934 1.484899 -4.173381 0.000 0.009 0.000 0.175
H 0.638878 2.775411 -3.308857 0.017 0.007 -0.021 0.160
H -1.131991 2.703041 -3.268096 -0.004 0.016 -0.003 0.187
H 1.720441 0.092685 -4.083103 -0.025 0.000 -0.020 0.234
H 0.768724 -1.351418 -3.714512 -0.033 -0.017 -0.003 0.243
H 2.439346 -1.207507 -3.156667 -0.015 0.062 -0.012 0.239
H 2.817118 1.790218 -2.368975 0.020 -0.004 -0.009 0.234
H 3.423305 0.677074 -1.153722 -0.023 -0.025 -0.008 0.241
H 2.440964 2.052405 -0.671061 0.061 0.009 0.004 0.223
H 0.762282 -2.709155 2.648848 -0.013 -0.006 -0.010 0.237
H -0.392870 -1.383609 2.794489 0.005 -0.009 0.022 0.236
H 1.162397 -1.304010 3.632561 0.007 0.021 -0.007 0.231
H 3.211741 -2.497040 0.795416 -0.029 -0.066 -0.013 0.231
H 3.679104 -1.381057 2.074112 0.006 0.000 -0.004 0.233
H 3.819707 -0.893435 0.386874 -0.002 -0.024 -0.005 0.228
H 0.987974 1.309602 2.644432 -0.047 0.031 -0.042 0.229
H 1.884734 1.781680 1.198407 -0.011 0.079 0.015 0.222
H 2.712196 0.983827 2.520838 -0.016 -0.049 0.021 0.236
H -1.219285 -3.278299 1.183644 -0.017 -0.016 0.020 0.244
H 0.302631 -4.172997 1.031935 0.043 0.020 0.008 0.226
H -1.052205 -4.564258 -0.015659 -0.012 0.013 0.005 0.233
H -2.082925 -3.156720 -2.000318 0.010 -0.018 -0.024 0.242
H -0.742530 -3.185219 -3.143568 0.023 0.016 -0.003 0.232
H -1.471736 -1.648144 -2.663487 0.002 0.006 0.000 0.238
H 2.385976 -3.604925 -0.822608 0.031 0.023 0.059 0.226
H 1.996174 -3.027367 -2.444509 -0.006 -0.095 0.058 0.229
H 1.236924 -4.483019 -1.816566 -0.005 -0.009 0.004 0.233
```
Forces are in eV/Å.

- E_tot (Eh) = -2357.11899
- net charge = 0
- largest force on an atom (eV/A) = 0.74
- frontier orbital gap (hartree) = 0.275
- lowest unoccupied orbital energy (eV) = -0.532